10
Properties=species:S:1:pos:R:3:forces:R:3:lowdin_charge:R:1 method="wB97M-V/def2-TZVPD" orbital_gap_ev=9.30 spin_multiplicity=1 e_above_lowest_kj_mol=319.2 lumo_ha=0.02552 molar_mass_g_mol=164.03
Se -1.380 -1.717 -0.842 -0.94 -1.20 1.21 0.696
N 0.204 0.289 -0.180 -3.63 -2.21 1.15 -0.425
N 0.473 0.111 2.728 0.41 0.16 0.52 0.268
N 0.739 0.616 1.772 0.81 0.96 1.55 -0.236
N 0.419 0.538 -1.511 2.35 1.11 -0.69 0.038
N 0.927 1.124 0.657 0.96 1.00 0.84 0.044
C -0.675 -0.531 0.439 0.77 -0.12 -2.89 -0.492
H -0.098 1.373 -1.813 -0.22 -0.36 0.32 0.102
H 1.419 0.893 -1.477 -1.27 -0.75 -0.75 0.114
H -2.028 -2.695 0.226 0.75 1.40 -1.26 -0.109

---

30
Properties=species:S:1:pos:R:3:forces:R:3:lowdin_charge:R:1 method="wB97M-V/def2-TZVPD" orbital_gap_ev=6.66 spin_multiplicity=1 e_above_lowest_kj_mol=429.4 lumo_ha=-0.11588 molar_mass_g_mol=190.27 total_charge=+1
N -0.531 -2.483 1.644 0.01 2.03 -0.50 0.179
N 0.841 0.685 -1.563 -1.65 1.94 -4.00 0.060
N -1.171 1.569 -0.928 1.42 1.23 -1.35 -0.154
C 1.066 -1.070 0.356 2.69 0.14 -0.46 -0.187
C 2.805 0.644 -0.343 -1.07 0.72 -0.02 -0.035
C -2.345 2.204 -1.316 -4.75 0.55 0.77 -0.049
C -1.290 0.602 0.068 0.95 -2.53 3.22 -0.171
C -0.157 1.613 -1.740 1.59 -2.09 -1.34 -0.011
C -1.292 -0.962 -0.252 1.79 1.49 -3.22 -0.105
C 3.758 0.237 0.544 1.52 -1.16 -0.07 -0.098
C 2.222 -1.563 1.072 0.21 0.19 0.59 -0.050
C -0.139 -1.780 0.363 -2.34 1.87 -1.23 -0.260
C 3.476 -0.994 1.151 -2.05 1.44 -0.41 -0.084
C 1.451 0.080 -0.446 2.97 -0.01 1.35 -0.183
H 3.101 1.500 -0.982 -0.74 -0.52 0.24 0.120
H 0.395 -2.499 2.085 -0.30 -1.32 0.35 0.122
H -3.033 1.446 -1.745 0.32 0.18 0.03 0.121
H -2.280 -1.216 0.067 -0.54 -0.99 -0.39 0.089
H 2.177 -2.460 1.679 -0.42 -0.37 -0.21 0.099
H -1.151 -0.861 -1.449 -0.88 -1.32 2.45 0.156
H 4.196 -1.416 1.762 1.28 -1.08 1.08 0.086
H -2.991 2.610 -0.457 1.47 -0.32 -0.97 0.139
H -0.532 0.687 0.856 -0.16 0.70 -0.21 0.140
H -1.104 -1.871 2.290 0.29 -1.04 -0.78 0.181
H -2.231 0.723 0.525 -1.02 0.77 0.59 0.103
H -0.183 2.214 -2.781 0.00 -1.37 2.82 0.220
H -2.268 2.957 -2.062 0.59 0.70 -0.43 0.088
H 1.308 0.571 -2.498 -0.10 -0.01 1.62 0.179
H -1.016 -3.346 1.354 0.68 0.24 1.02 0.174
H 4.822 0.615 0.665 -1.76 -0.04 -0.52 0.134

---

10
Properties=species:S:1:pos:R:3:forces:R:3:lowdin_charge:R:1 method="wB97M-V/def2-TZVPD" orbital_gap_ev=7.91 spin_multiplicity=1 e_above_lowest_kj_mol=274.7 lumo_ha=0.14479 smiles="O=C([O-])O/[N+]([O-])=C/O" molar_mass_g_mol=120.04 total_charge=-1
O -2.232 -0.359 0.331 0.13 2.10 -0.73 0.003
O 1.259 -1.151 0.671 0.31 -0.70 0.64 -0.009
O 3.032 -0.259 -0.337 1.44 1.03 -1.01 0.056
O -1.022 1.733 0.084 0.50 0.96 0.62 -0.150
O 0.976 0.799 -0.492 2.30 0.50 -0.94 0.030
N -0.247 0.675 -0.107 -5.91 -2.33 -0.28 -0.308
C 1.901 -0.355 0.015 -1.21 -0.88 1.08 -0.708
C -1.012 -0.437 -0.150 3.66 -0.40 0.15 -0.182
H -0.464 -1.380 -0.346 -1.09 0.72 0.18 0.141
H -2.191 0.734 0.332 -0.13 -1.00 0.28 0.127

---

13
Properties=species:S:1:pos:R:3:forces:R:3:lowdin_charge:R:1 method="wB97M-V/def2-TZVPD" orbital_gap_ev=11.75 spin_multiplicity=1 e_above_lowest_kj_mol=206.5 lumo_ha=0.04438 molar_mass_g_mol=68.12
C -0.616 -1.076 -0.049 -0.03 -0.31 -0.09 -0.138
C -0.089 -0.045 0.961 -0.18 0.29 0.08 -0.213
C 1.230 0.086 0.199 0.29 -0.05 -0.09 -0.136
C -0.640 1.045 -0.141 -0.14 0.06 0.29 -0.087
C 0.140 -0.040 -0.899 0.08 -0.03 -0.45 -0.272
H 2.003 -0.680 0.311 -0.31 -0.18 -0.08 0.104
H -0.221 2.053 -0.304 0.05 -0.35 0.86 0.101
H -1.726 1.078 -0.298 0.24 -0.20 0.11 0.094
H 0.334 -0.096 -1.969 -0.17 0.16 -0.05 0.122
H 1.670 1.084 0.312 0.12 -0.24 -0.24 0.098
H -0.122 -0.253 2.044 -0.45 0.95 -0.32 0.124
H -1.710 -1.051 -0.137 0.26 -0.20 -0.20 0.100
H -0.254 -2.105 -0.030 0.24 0.11 0.19 0.103

---

22
Properties=species:S:1:pos:R:3:forces:R:3:lowdin_charge:R:1 method="wB97M-V/def2-TZVPD" orbital_gap_ev=8.98 spin_multiplicity=1 e_above_lowest_kj_mol=170.2 lumo_ha=0.01948 smiles="C=CC=C(C)C.O.O" molar_mass_g_mol=118.18
O -3.488 -0.873 -0.582 0.07 -0.10 -0.10 -0.071
O -1.519 -2.670 0.670 0.02 0.25 0.06 -0.051
C 0.450 3.002 -0.431 0.66 0.17 -0.84 -0.070
C -0.588 0.711 -0.677 0.16 -0.57 0.72 -0.067
C 0.637 1.510 -0.333 -0.45 0.19 0.05 -0.345
C 2.593 -1.159 1.092 0.04 0.18 0.00 -0.002
C 1.787 0.969 0.057 0.09 0.12 0.20 -0.098
C 1.977 -0.488 0.130 0.17 0.13 -0.49 -0.202
H 2.596 1.644 0.345 -0.03 -0.27 -0.01 0.116
H 0.324 3.500 0.527 -0.39 -0.06 0.10 0.080
H -1.654 -3.620 0.743 -0.07 0.06 0.09 0.052
H 3.035 -0.616 1.922 -0.04 -0.22 0.11 0.057
H -0.338 3.255 -1.145 -0.30 -0.04 0.45 0.076
H -1.820 -2.280 1.501 0.10 -0.27 -0.08 0.061
H 1.610 -1.015 -0.748 -0.19 -0.22 0.26 0.103
H -0.753 0.701 -1.749 -0.31 0.11 -0.20 0.092
H -3.750 -1.350 -1.377 -0.06 0.10 0.05 0.037
H -1.455 1.093 -0.146 -0.22 0.48 -0.32 0.082
H -0.558 -0.319 -0.316 0.41 -0.05 -0.26 0.047
H 2.652 -2.239 1.059 0.17 0.05 0.08 0.049
H 1.330 3.454 -0.889 0.27 0.01 0.16 0.073
H -2.695 -1.348 -0.290 -0.10 -0.07 -0.03 -0.020

---

17
Properties=species:S:1:pos:R:3:forces:R:3:lowdin_charge:R:1 method="wB97M-V/def2-TZVPD" orbital_gap_ev=9.86 spin_multiplicity=1 e_above_lowest_kj_mol=225.5 lumo_ha=0.04370 smiles="C=COCC1CC1" molar_mass_g_mol=98.14
O 0.864 -0.841 0.996 -0.43 1.72 -0.35 -0.120
C 2.343 0.022 -0.551 0.36 -0.25 -0.51 -0.002
C 2.086 -0.849 0.415 0.19 0.59 -0.34 -0.245
C -0.877 0.636 -0.271 0.19 -0.22 0.11 -0.286
C 0.148 0.528 0.849 0.15 -0.97 0.45 -0.109
C -2.296 0.257 0.082 -0.15 0.06 0.11 -0.117
C -1.443 -0.679 -0.710 0.01 -0.27 -0.18 -0.118
H 2.833 -1.558 0.793 -0.56 0.30 0.30 0.118
H -3.116 0.759 -0.426 0.22 -0.05 0.06 0.099
H -0.980 -1.516 -0.200 -0.31 -0.06 -0.18 0.101
H -0.307 0.474 1.820 -0.63 0.44 0.32 0.110
H -2.487 0.036 1.129 0.01 -0.03 -0.19 0.102
H -0.753 1.406 -1.041 0.19 -0.26 0.44 0.136
H 3.340 0.269 -0.857 0.27 -0.34 -0.44 0.048
H 0.808 1.421 0.807 0.20 -1.14 0.15 0.127
H -1.661 -0.819 -1.762 -0.02 -0.02 0.12 0.104
H 1.498 0.454 -1.073 0.30 0.50 0.13 0.052